Record 1
ORCA calculation (the ωB97M-V functional and the def2-TZVPD basis) on a 2-piece molecular cluster, H5N2OP overall in a non-equilibrium geometry.

Summary:
* relative energy (zero: lowest compared OMol25 entry of this formula, charge and spin): 396.1 kJ/mol
* energy: -14395.0835 eV
* frontier orbital gap (alpha / beta): 0.3618 / 0.2709 hartree
* total charge: 0

Each line ends with the Löwdin charge.
CARTESIAN COORDINATES (ANGSTROEM)
N1 -0.22620 -1.24978 0.40754  -0.162
N2 0.03218 1.47401 0.66417  -0.118
O1 2.03983 0.06320 -0.38318  -0.417
P1 0.54767 0.12886 -0.20697  0.528
H1 -1.06965 -1.52790 -0.03155  -0.015
H2 0.30884 -2.10328 0.78699  0.095
H3 -0.95368 1.60109 0.82193  0.037
H4 0.44527 2.36538 0.68754  0.028
H5 -1.12427 -0.75159 -2.74646  0.024



Record 2
ORCA calculation (the ωB97M-V functional and the def2-TZVPD basis) on the molecule H5N2P in a non-equilibrium geometry.

Summary:
* SMILES: NPN
* relative energy (zero: lowest compared OMol25 entry of this formula, charge and spin): 47.7 kJ/mol
* energy: -12349.3445 eV
* frontier orbital gap: 0.3373 hartree
* total charge: 0

Each line ends with the Löwdin charge.
CARTESIAN COORDINATES (ANGSTROEM)
N1 -1.16343 -0.31404 0.21719  -0.300
P1 0.04741 0.79652 -0.18654  0.619
N2 1.43052 -0.14157 0.08036  -0.252
H1 -1.68708 -0.05530 1.11556  0.055
H2 -1.80493 -0.61230 -0.43833  -0.032
H3 -0.35405 0.73451 -1.81990  -0.047
H4 1.36053 -0.81671 0.80899  0.019
H5 2.17103 0.40889 0.22267  -0.060



Record 3
ORCA calculation (the ωB97M-V functional and the def2-TZVPD basis) on the molecule H5N2P in a non-equilibrium geometry.

Summary:
* SMILES: NPN
* relative energy (zero: lowest compared OMol25 entry of this formula, charge and spin): 25.2 kJ/mol
* energy: -12349.5776 eV
* frontier orbital gap: 0.3509 hartree
* total charge: 0

Each line ends with the Löwdin charge.
CARTESIAN COORDINATES (ANGSTROEM)
N1 -1.24013 -0.24674 -0.00171  -0.287
P1 -0.00937 0.89524 0.05418  0.626
N2 1.26918 -0.30441 0.10961  -0.262
H1 -1.00541 -0.78445 0.80172  -0.003
H2 -2.18360 0.10224 -0.19594  0.038
H3 0.09241 1.07494 -1.30207  -0.110
H4 2.14229 0.29747 0.19421  0.039
H5 1.14464 -0.70718 -0.75422  -0.041



Record 4
ORCA calculation (the ωB97M-V functional and the def2-TZVPD basis) on a 2-piece molecular cluster, H5N2PS overall in a non-equilibrium geometry.

Summary:
* relative energy (zero: lowest compared OMol25 entry of this formula, charge and spin): 437.4 kJ/mol
* energy: -23181.5106 eV
* frontier orbital gap (alpha / beta): 0.2914 / 0.2013 hartree
* total charge: 0

Each line ends with the Löwdin charge.
CARTESIAN COORDINATES (ANGSTROEM)
N1 0.56100 1.83255 0.84578  -0.070
N2 -0.50047 0.94091 0.41860  -0.499
P1 -0.77429 -0.57377 1.13941  0.755
S1 -0.14706 -2.35288 -1.60961  0.056
H1 1.19393 1.72340 -0.01265  0.103
H2 1.05343 1.44446 1.69567  0.070
H3 -0.50404 1.04856 -0.57197  0.050
H4 -1.77769 -0.88307 0.09900  -0.154
H5 0.89518 -3.18017 -2.00424  -0.309



Record 5
ORCA calculation (the ωB97M-V functional and the def2-TZVPD basis) on the molecule H5N3 in a non-equilibrium geometry.

Summary:
* SMILES: NNN
* relative energy (zero: lowest compared OMol25 entry of this formula, charge and spin): 80.5 kJ/mol
* energy: -4548.6782 eV
* frontier orbital gap: 0.3807 hartree
* total charge: 0

Each line ends with the Löwdin charge.
CARTESIAN COORDINATES (ANGSTROEM)
N1 0.87129 0.15227 1.08119  -0.070
N2 -0.24510 0.64102 0.26206  -0.189
N3 -0.32765 -0.29547 -1.02044  -0.047
H1 0.55480 -0.78564 1.50195  0.083
H2 1.63193 -0.03859 0.41513  0.054
H3 -1.14539 0.34204 0.63810  0.071
H4 -1.25722 -0.56719 -1.20137  0.004
H5 -0.08265 0.55156 -1.67663  0.094



Record 6
ORCA calculation (the ωB97M-V functional and the def2-TZVPD basis) on a 2-piece molecular cluster, H5N3O overall in a non-equilibrium geometry.

Summary:
* SMILES: [H]/N=N\[H].NO
* relative energy (zero: lowest compared OMol25 entry of this formula, charge and spin): 196.7 kJ/mol
* energy: -6594.4572 eV
* frontier orbital gap: 0.3515 hartree
* total charge: 0

Each line ends with the Löwdin charge.
CARTESIAN COORDINATES (ANGSTROEM)
H1 -1.44260 0.75601 -0.26743  0.047
N1 -2.42081 0.48776 0.15741  -0.036
N2 -2.45529 -0.72813 -0.10825  -0.057
H2 -1.53456 -1.11849 -0.34088  0.028
N3 1.72089 -0.55361 0.03676  -0.044
O1 0.75080 0.36259 -0.20744  -0.177
H3 2.55303 -0.00089 -0.31611  0.103
H4 1.78961 -0.41550 1.06345  0.088
H5 1.03893 1.21028 -0.01752  0.048



Record 7
ORCA calculation (the ωB97M-V functional and the def2-TZVPD basis) on a 2-piece molecular cluster, H5N3O2P overall in a non-equilibrium geometry.

Summary:
* relative energy (zero: lowest compared OMol25 entry of this formula, charge and spin): 438.6 kJ/mol
* energy: -17933.7969 eV
* frontier orbital gap (alpha / beta): 0.2958 / 0.2348 hartree
* total charge: -1

Each line ends with the Löwdin charge.
CARTESIAN COORDINATES (ANGSTROEM)
N1 2.22307 -0.34783 0.49603  -0.074
N2 -0.77225 -0.30384 0.83615  -0.181
N3 1.42624 -0.66412 -0.43779  -0.313
O1 -0.83370 -0.88901 -1.70461  -0.501
O2 -1.66568 2.35821 -0.71839  -0.432
P1 -0.22834 0.08518 -0.75044  0.632
H1 -1.43668 2.14156 0.15528  -0.209
H2 1.75327 -0.59461 1.31919  -0.028
H3 -0.85911 -1.34459 0.86073  0.043
H4 -1.50642 0.21496 1.28406  0.006
H5 1.89959 -0.65591 -1.34022  0.058



Record 8
ORCA calculation (the ωB97M-V functional and the def2-TZVPD basis) on a 2-piece molecular cluster, H5N3OP overall in a non-equilibrium geometry.

Summary:
* relative energy (zero: lowest compared OMol25 entry of this formula, charge and spin): 3.0 kJ/mol
* energy: -15886.8968 eV
* frontier orbital gap: 0.3158 hartree
* total charge: -1

Each line ends with the Löwdin charge.
CARTESIAN COORDINATES (ANGSTROEM)
N1 3.01480 -0.17063 -0.33122  -0.447
N2 0.47581 -0.51141 0.04658  -0.410
N3 -2.50214 0.49920 -0.12498  -0.089
O1 -2.09036 -0.58677 0.74338  -0.215
P1 1.73894 0.25455 0.54789  0.347
H1 -1.12440 -0.49486 0.69773  -0.063
H2 3.96548 0.18627 -0.13223  -0.120
H3 0.92628 -1.04851 -0.67348  -0.082
H4 -2.16809 0.46152 -1.05617  0.022
H5 -2.23631 1.41065 0.28249  0.056



Record 9
ORCA calculation (the ωB97M-V functional and the def2-TZVPD basis) on a 2-piece molecular cluster, H5N4 overall in a non-equilibrium geometry.

Summary:
* relative energy (zero: lowest compared OMol25 entry of this formula, charge and spin): 74.4 kJ/mol
* energy: -6031.3471 eV
* frontier orbital gap: 0.3928 hartree
* total charge: +1

Each line ends with the Löwdin charge.
CARTESIAN COORDINATES (ANGSTROEM)
N1 -1.22903 0.67097 2.35811  0.208
N2 0.50371 -0.13597 -0.78876  0.215
N3 -0.99119 -1.12619 1.04613  0.152
N4 -1.22012 -0.37921 1.88354  -0.206
H1 -1.47800 1.08057 3.21684  0.115
H2 -0.06614 0.30358 -1.48184  0.123
H3 1.26628 -0.77231 -0.95655  0.125
H4 -0.08367 -0.84482 -0.04812  0.076
H5 0.79615 0.56398 0.02584  0.190



Record 10
ORCA calculation (the ωB97M-V functional and the def2-TZVPD basis) on the molecule H5N5O in a non-equilibrium geometry.

Summary:
* relative energy (zero: lowest compared OMol25 entry of this formula, charge and spin): 201.3 kJ/mol
* energy: -9572.4517 eV
* frontier orbital gap (alpha / beta): 0.3404 / 0.3405 hartree
* total charge: 0

Each line ends with the Löwdin charge.
CARTESIAN COORDINATES (ANGSTROEM)
N1 1.30829 -0.50009 0.73962  0.017
N2 1.11544 -0.73679 -0.55485  -0.166
N3 -0.69759 -0.57841 1.01329  0.060
N4 0.01281 -0.02112 -1.05963  -0.015
N5 -1.01331 0.08562 -0.05141  -0.287
O1 -1.26248 1.51367 0.15741  -0.059
H1 1.42214 0.50380 0.89910  0.055
H2 1.01319 -1.74855 -0.68510  0.123
H3 -0.88860 -0.08143 1.87451  0.079
H4 -0.34330 -0.44337 -1.90930  0.124
H5 -0.66659 2.00665 -0.42364  0.069



Record 11
ORCA calculation (the ωB97M-V functional and the def2-TZVPD basis) on a 2-piece molecular cluster, H5NO overall in a non-equilibrium geometry.

Summary:
* SMILES: N.O
* relative energy (zero: lowest compared OMol25 entry of this formula, charge and spin): 37.4 kJ/mol
* energy: -3618.5323 eV
* frontier orbital gap: 0.4235 hartree
* total charge: 0

Each line ends with the Löwdin charge.
CARTESIAN COORDINATES (ANGSTROEM)
N1 -0.98063 -0.12585 0.01363  -0.022
H1 -1.26517 0.70542 -0.54078  0.037
H2 -1.19787 -1.07534 -0.35266  0.047
H3 -1.61998 0.04878 0.85414  0.056
O1 1.80972 -0.23888 0.03372  -0.065
H4 2.29961 0.59476 -0.00159  0.035
H5 0.95432 0.09111 -0.00646  -0.089



Record 12
ORCA calculation (the ωB97M-V functional and the def2-TZVPD basis) on a 2-piece molecular cluster, H5NOSSi overall in a non-equilibrium geometry.

Summary:
* multiplicity: 3
* relative energy (zero: lowest compared OMol25 entry of this formula, charge and spin): 24.8 kJ/mol
* energy: -22329.2037 eV
* frontier orbital gap (alpha / beta): 0.2286 / 0.2556 hartree
* total charge: 0

Each line ends with the Löwdin charge.
CARTESIAN COORDINATES (ANGSTROEM)
N1 0.74800 1.32708 -0.43238  -0.183
O1 -2.27820 -1.49623 -0.07263  -0.095
Si1 1.57698 0.22973 0.55869  0.039
S1 3.15060 -0.83011 -0.19313  0.251
H1 0.39142 2.21718 -0.22311  0.000
H2 0.85413 1.26276 -1.44964  0.032
H3 -2.91516 -1.63482 -0.81813  0.051
H4 1.28910 0.59345 1.91425  -0.126
H5 -2.81687 -1.66905 0.71609  0.032



Record 13
ORCA calculation (the ωB97M-V functional and the def2-TZVPD basis) on a 2-piece molecular cluster, H5NS overall.

Summary:
* SMILES: N.S
* relative energy (zero: lowest compared OMol25 entry of this formula, charge and spin): 9.3 kJ/mol
* energy: -12406.3479 eV
* frontier orbital gap: 0.3955 hartree
* total charge: 0

Each line ends with the Löwdin charge.
CARTESIAN COORDINATES (ANGSTROEM)
N1 -0.42151 -2.56218 -0.35836  0.005
H1 -1.17524 -3.14115 -0.71002  0.004
H2 0.43683 -2.86377 -0.80287  0.002
H3 -0.60557 -1.61649 -0.68189  -0.019
S1 0.17131 1.48757 0.16523  0.471
H4 0.32714 1.66938 1.47745  -0.225
H5 0.77452 0.29335 0.15855  -0.239



Record 14
ORCA calculation (the ωB97M-V functional and the def2-TZVPD basis) on a 2-piece molecular cluster, H5NSSi overall in a non-equilibrium geometry.

Summary:
* multiplicity: 3
* relative energy (zero: lowest compared OMol25 entry of this formula, charge and spin): 0.0 kJ/mol
* energy: -20279.7060 eV
* frontier orbital gap (alpha / beta): 0.2487 / 0.2601 hartree
* total charge: 0

Each line ends with the Löwdin charge.
CARTESIAN COORDINATES (ANGSTROEM)
N1 1.78004 0.14799 0.29638  -0.492
Si1 -1.42708 -0.10306 -0.25092  0.472
S1 1.02758 1.52001 -0.36145  0.414
H1 2.34752 -0.41909 -0.37668  0.040
H2 2.52724 0.42477 1.08330  0.084
H3 -1.16117 -1.08835 0.77491  -0.187
H4 -2.70522 0.66268 -0.26187  -0.168
H5 -1.29682 -0.91449 -1.50800  -0.163



Record 15
ORCA calculation (the ωB97M-V functional and the def2-TZVPD basis) on a 2-piece molecular cluster, H5O2PSSi overall in a non-equilibrium geometry.

Summary:
* relative energy (zero: lowest compared OMol25 entry of this formula, charge and spin): 270.3 kJ/mol
* energy: -32176.1111 eV
* frontier orbital gap (alpha / beta): 0.2010 / 0.2435 hartree
* total charge: 0

Each line ends with the Löwdin charge.
CARTESIAN COORDINATES (ANGSTROEM)
O1 0.96293 1.36149 -1.06514  -0.315
O2 0.82613 -1.21206 -0.97506  -0.361
Si1 -2.28009 -0.06826 0.75547  0.750
P1 0.93922 0.11591 0.01725  0.234
S1 2.77685 0.14021 0.81338  0.120
H1 1.72122 1.84924 -0.96434  -0.035
H2 1.44997 -1.90881 -0.71351  0.039
H3 -2.04858 1.37150 0.65256  -0.143
H4 -2.59066 -0.85835 -0.41988  -0.139
H5 -1.75701 -0.79088 1.89929  -0.151